*w*
The following is a quantum chemistry calculation of 2 unconnected molecules or ions with the total composition C2H5O4, from the Open Molecules 2025 dataset.

Properties
Kohn-Sham gap (alpha / beta): 9.57 / 9.58 eV
HOMO level (alpha / beta): -17.3 / -17.3 eV

ORCA input file:
```
! RIJCOSX wB97M-V def2-TZVPD def2/J DEFGRID3
* xyz 1 1
C -0.059 0.719 0.455
C 0.221 -0.578 -0.178
O 3.878 0.477 0.328
O 0.487 -1.650 0.386
O 2.018 0.117 -0.670
O 3.050 -0.311 -0.055
H 0.560 0.883 1.314
H -1.125 0.643 0.905
H -0.048 1.559 -0.295
H 0.052 -0.649 -1.311
H 0.801 -2.361 -0.067
*
```

=====

*x*
The following is a quantum chemistry calculation of a gas-phase ion, C2H5O4 (charge +1), from the Open Molecules 2025 dataset.

Properties
Kohn-Sham gap (alpha / beta): 7.05 / 7.03 eV
HOMO level (alpha / beta): -16.7 / -16.7 eV

ORCA input file:
```
! RIJCOSX wB97M-V def2-TZVPD def2/J DEFGRID3
* xyz 1 1
C 1.178 0.655 -0.304
C 0.325 -0.389 0.478
O -3.053 0.603 -0.187
O 0.305 -1.639 0.216
O -0.985 0.239 0.440
O -2.239 -0.242 0.055
H 1.018 0.550 -1.357
H 2.259 0.681 -0.051
H 0.630 1.607 -0.104
H 0.500 -0.229 1.540
H 0.061 -1.835 -0.726
*
```

=====

*w* (0.0249 hartree below the next structure)

=====

*w*
The following is a quantum chemistry calculation of a single C3H5BrOS molecule, from the Open Molecules 2025 dataset.

Properties
SMILES: C=CCOSBr
Kohn-Sham gap: 8.66 eV
HOMO level: -9.1 eV

ORCA input file:
```
! RIJCOSX wB97M-V def2-TZVPD def2/J DEFGRID3
* xyz 0 1
C -0.383 -0.924 -0.500
C -0.388 0.195 0.536
C -0.982 1.368 0.396
O 0.868 -1.150 -1.089
S 2.130 -1.264 -0.079
Br 2.969 0.818 0.225
H -1.197 -0.641 -1.390
H -0.703 -1.863 -0.071
H 0.379 -0.134 1.231
H -0.967 2.147 1.078
H -1.726 1.449 -0.336
*
```

=====

*x*
The following is a quantum chemistry calculation of 2 unconnected molecules or ions with the total composition C3H5BrOS, from the Open Molecules 2025 dataset.

Properties
Kohn-Sham gap: 9.42 eV
HOMO level: -8.8 eV

ORCA input file:
```
! RIJCOSX wB97M-V def2-TZVPD def2/J DEFGRID3
* xyz 0 1
C 1.365 -0.234 1.777
C 1.201 0.218 0.541
C -0.816 0.675 0.037
O -1.578 0.031 0.988
S -1.012 2.422 -0.102
Br 2.444 0.092 -0.855
H 2.150 -0.838 2.169
H 0.442 -0.241 2.335
H -0.847 0.328 -0.953
H -1.298 0.152 1.890
H -1.191 2.715 1.109
*
```

=====

*w* (0.0420 hartree below the next structure)

=====

*w*
The following is a quantum chemistry calculation of 2 unconnected molecules or ions with the total composition C6H9N2, from the Open Molecules 2025 dataset.

Properties
Kohn-Sham gap (alpha / beta): 6.99 / 5.43 eV
HOMO level (alpha / beta): -15.9 / -15.6 eV

ORCA input file:
```
! RIJCOSX wB97M-V def2-TZVPD def2/J DEFGRID3
* xyz 1 1
C -1.177 1.577 2.520
C -2.350 1.753 2.744
C 0.651 -1.093 -0.285
C -0.209 1.254 1.483
C -0.109 0.121 -0.943
C -0.859 0.829 0.209
N -5.793 2.413 2.285
N -4.864 2.830 2.690
H 1.216 -1.764 -1.008
H 1.449 -0.778 0.404
H -0.107 -1.767 0.268
H 0.590 2.046 1.267
H 0.247 0.365 2.059
H -0.809 -0.256 -1.675
H 0.616 0.839 -1.359
H -0.903 1.864 -0.196
H -1.882 0.570 0.285
*
```

=====

*x*
The following is a quantum chemistry calculation of a gas-phase ion, C6H9N2 (charge +1), from the Open Molecules 2025 dataset.

Properties
SMILES: CC1=CN2[C@H]3[C@@H]2C[N@@H+]13
Kohn-Sham gap: 11.06 eV
HOMO level: -14.5 eV

ORCA input file:
```
! RIJCOSX wB97M-V def2-TZVPD def2/J DEFGRID3
* xyz 1 1
C -0.146 1.494 0.382
C -0.847 0.541 -0.205
C 0.695 -1.100 0.659
C 1.926 -0.279 0.363
C 1.425 0.105 -0.990
C -2.270 0.323 -0.024
N 1.530 1.046 0.034
N 0.045 -0.604 -0.583
H -0.161 2.476 0.734
H 0.889 -2.262 0.677
H 0.288 -0.838 1.543
H 2.988 -0.493 0.675
H 1.806 0.224 -1.963
H -2.808 0.414 -1.005
H -2.592 0.955 0.689
H -2.544 -0.630 0.234
H -0.223 -1.373 -1.220
*
```

=====

*y*
The following is a quantum chemistry calculation of a gas-phase ion, C6H9N2 (charge +1), from the Open Molecules 2025 dataset.

Properties
SMILES: CC=C=[NH+]C[C@H]1C=N1
Kohn-Sham gap: 9.23 eV
HOMO level: -13.8 eV

ORCA input file:
```
! RIJCOSX wB97M-V def2-TZVPD def2/J DEFGRID3
* xyz 1 1
C -1.028 0.843 -0.571
C -1.284 -0.104 0.286
C 0.353 -1.612 0.133
C 1.352 -1.143 1.181
C 2.454 -0.180 0.827
C -1.123 2.272 -1.050
N 1.467 0.385 1.287
N -1.048 -1.270 0.673
H -1.415 0.250 -1.532
H 0.400 -1.050 -0.748
H 0.382 -2.694 -0.053
H 1.401 -1.643 2.150
H 3.485 -0.234 0.440
H -2.085 2.853 -0.743
H -1.197 2.225 -2.142
H -0.269 2.988 -0.742
H -1.846 -1.884 0.607
*
```

=====

*x* (0.0256 hartree below the next structure)

=====

*w*
The following is a quantum chemistry calculation of 2 unconnected molecules or ions with the total composition CH6OS2, from the Open Molecules 2025 dataset.

Properties
SMILES: CO.SS
Kohn-Sham gap: 8.59 eV
HOMO level: -8.5 eV

ORCA input file:
```
! RIJCOSX wB97M-V def2-TZVPD def2/J DEFGRID3
* xyz 0 1
S 0.179 -3.162 0.357
S -0.468 -1.999 -1.409
H 0.577 -4.069 -0.477
H -0.258 -0.854 -0.705
C 0.244 1.815 0.103
O -0.462 0.796 0.757
H -0.236 2.340 -0.762
H 0.210 2.596 0.880
H 1.175 1.473 -0.248
H -0.962 1.065 1.503
*
```

=====

*x*
The following is a quantum chemistry calculation of 2 unconnected molecules or ions with the total composition CH6OS2, from the Open Molecules 2025 dataset.

Properties
SMILES: CO.SS
Kohn-Sham gap: 9.44 eV
HOMO level: -9.3 eV

ORCA input file:
```
! RIJCOSX wB97M-V def2-TZVPD def2/J DEFGRID3
* xyz 0 1
S -2.158 0.360 -0.674
S -2.950 0.369 1.260
H -2.977 -0.623 -1.053
H -3.303 1.659 1.315
C 1.954 -0.643 -0.257
O 2.302 0.637 0.272
H 2.245 -1.389 0.486
H 2.498 -0.789 -1.177
H 0.892 -0.750 -0.463
H 1.498 1.168 0.292
*
```

=====

*x* (0.0196 hartree below the next structure)

=====

*w*
The following is a quantum chemistry calculation of a molecular structure, C21H17BrN3O8Ru, from the Open Molecules 2025 dataset.

Properties
Expectation value of S²: 6.0876
Kohn-Sham gap (alpha / beta): 6.24 / 5.67 eV
HOMO level (alpha / beta): -10.0 / -11.4 eV

ORCA input file:
```
! RIJCOSX wB97M-V def2-TZVPD def2/J DEFGRID3
* xyz 1 5
Ru 2.229 0.150 -0.844
O 5.619 -2.319 0.277
C 4.823 -1.503 -0.367
O 3.607 -1.590 -0.347
C 5.530 -0.446 -1.149
O 4.537 0.128 -1.959
C 4.795 1.452 -2.416
C 3.990 2.446 -1.620
O 4.220 3.615 -1.678
O 3.009 1.923 -0.880
H 5.098 -2.965 0.786
H 6.322 -0.903 -1.747
H 5.981 0.269 -0.452
H 4.460 1.515 -3.450
H 5.849 1.716 -2.360
Br -7.543 -3.075 0.727
C -6.376 -1.731 1.334
C -6.726 -0.394 1.172
C -5.864 0.593 1.601
C -4.640 0.249 2.194
C -4.309 -1.108 2.367
C -5.174 -2.091 1.934
N -3.795 1.259 2.559
N -2.700 1.079 3.182
C -1.474 1.037 2.618
C -0.392 0.792 3.470
C 0.892 0.550 2.989
C 1.139 0.558 1.639
O 2.332 0.222 1.088
C 0.108 0.927 0.769
N 0.455 1.007 -0.555
C -0.425 1.397 -1.466
C -1.716 1.745 -1.096
C -2.107 1.631 0.225
C -1.203 1.192 1.203
H -7.671 -0.136 0.714
H -6.118 1.639 1.488
H -3.374 -1.366 2.848
H -4.926 -3.136 2.061
H -0.595 0.750 4.532
H 1.706 0.329 3.667
H -0.082 1.452 -2.490
H -2.404 2.095 -1.852
H -3.113 1.904 0.508
C 0.576 -2.250 -3.484
C 1.194 -1.327 -2.506
O 1.102 -1.515 -1.242
O 1.855 -0.296 -2.847
H -0.435 -2.498 -3.166
H 1.156 -3.174 -3.508
H 0.575 -1.798 -4.471
*
```

=====

*x*
The following is a quantum chemistry calculation of a molecular structure, C21H17BrN3O8Ru, from the Open Molecules 2025 dataset.

Properties
Expectation value of S²: 6.0508
Kohn-Sham gap (alpha / beta): 6.19 / 6.86 eV
HOMO level (alpha / beta): -10.7 / -11.8 eV

ORCA input file:
```
! RIJCOSX wB97M-V def2-TZVPD def2/J DEFGRID3
* xyz 1 5
Ru 0.064 0.316 -0.194
O -3.079 1.770 2.285
C -2.380 1.069 1.427
O -1.288 0.604 1.677
C -3.045 0.882 0.068
O -2.264 0.051 -0.759
C -2.546 -1.331 -0.805
C -1.337 -2.260 -0.343
O -1.515 -3.450 -0.403
O -0.293 -1.653 0.032
H -2.617 1.879 3.138
H -4.067 0.507 0.196
H -3.085 1.862 -0.432
H -3.413 -1.603 -0.197
H -2.719 -1.598 -1.855
Br 6.655 -5.982 2.556
C 6.209 -5.305 0.846
C 7.223 -4.864 -0.008
C 6.907 -4.416 -1.267
C 5.558 -4.340 -1.669
C 4.542 -4.776 -0.788
C 4.872 -5.267 0.449
N 5.289 -3.914 -2.914
N 4.276 -3.533 -3.481
C 3.317 -2.669 -3.223
C 2.168 -2.685 -4.058
C 1.074 -1.916 -3.809
C 1.022 -1.032 -2.686
O 0.046 -0.300 -2.434
C 2.211 -0.997 -1.824
N 2.138 -0.207 -0.743
C 3.180 -0.057 0.047
C 4.417 -0.619 -0.264
C 4.522 -1.443 -1.362
C 3.379 -1.719 -2.132
H 8.251 -4.891 0.319
H 7.677 -4.092 -1.952
H 3.509 -4.741 -1.104
H 4.096 -5.626 1.107
H 2.168 -3.383 -4.880
H 0.200 -1.959 -4.441
H 3.042 0.541 0.938
H 5.276 -0.405 0.352
H 5.485 -1.841 -1.638
C 0.947 4.106 1.059
C 0.786 2.659 0.690
O 1.258 1.743 1.387
O 0.133 2.363 -0.361
H 0.435 4.287 2.003
H 0.522 4.735 0.282
H 2.000 4.340 1.209
*
```

=====

*w* (0.0048 hartree below the next structure)

=====

*w*
The following is a quantum chemistry calculation of 2 unconnected molecules or ions with the total composition CH3N2O4, from the Open Molecules 2025 dataset.

Properties
Kohn-Sham gap: 9.34 eV
HOMO level: -5.1 eV

ORCA input file:
```
! RIJCOSX wB97M-V def2-TZVPD def2/J DEFGRID3
* xyz -1 1
C 0.983 0.575 -1.536
N -0.741 0.262 0.793
N -0.819 -0.865 1.451
O -0.388 -0.977 2.588
O -1.229 -1.862 0.883
O 1.307 0.637 -0.286
O 0.322 -0.202 -2.164
H 1.509 1.432 -2.047
H 0.225 0.853 0.461
H -1.169 0.147 -0.144
*
```

=====

*x*
The following is a quantum chemistry calculation of a molecular structure, CH3N2O4, from the Open Molecules 2025 dataset.

Properties
Kohn-Sham gap: 8.63 eV
HOMO level: -4.6 eV

ORCA input file:
```
! RIJCOSX wB97M-V def2-TZVPD def2/J DEFGRID3
* xyz -1 1
C -0.821 -0.061 0.269
N 0.480 -0.525 0.336
N 1.465 0.115 -0.108
O 1.306 1.277 -0.729
O 2.651 -0.311 0.012
O -0.956 1.256 0.329
O -1.526 -0.796 -0.705
H -1.241 -0.659 1.434
H -0.116 1.443 -0.136
H -1.241 -1.738 -0.701
*
```

=====

*w* (0.0345 hartree below the next structure)